No. 1
Here is an isolated molecule of C2H6O in a non-equilibrium geometry from the Open Molecules 2025 dataset. Energies are from ωB97M-V/def2-TZVPD.

Computed properties:
Frontier orbital gap in eV: 11.3207
Energy above the lowest of the compared OMol25 structures with the same formula, charge and spin in kJ/mol: 65.8
HOMO in eV: -10.2
Multiplicity: 1
DFT total energy in a.u.: -155.00077
Structure (SMILES): CCO

Last column: natural (NBO) charge in e.
Positions of all 9 atoms, in Å:
1 C 0.098 0.776 0.450  -0.65
2 C -0.223 -0.262 -0.641  -0.06
3 O -0.046 -1.530 -0.077  -0.72
4 H -0.767 0.577 1.228  0.22
5 H 1.046 0.533 0.835  0.19
6 H 0.276 1.772 -0.037  0.23
7 H 0.408 -0.300 -1.511  0.17
8 H -1.363 -0.181 -0.882  0.16
9 H 0.572 -1.384 0.634  0.46

=====

No. 2
Here is a cluster of 2 separate species, C2H6O2 in total from the Open Molecules 2025 dataset. Energies are from ωB97M-V/def2-TZVPD.

Computed properties:
Frontier orbital gap in eV: 11.7883
Energy above the lowest of the compared OMol25 structures with the same formula, charge and spin in kJ/mol: 164.1
HOMO in eV: -10.7
Multiplicity: 1
DFT total energy in a.u.: -230.21811
Structure (SMILES): C1CO1.O

Last column: natural (NBO) charge in e.
Positions of all 10 atoms, in Å:
1 C 1.271 -0.415 -0.452  -0.10
2 C 0.441 0.651 0.094  -0.14
3 O 0.316 -0.738 0.533  -0.53
4 H 2.304 -0.529 -0.148  0.19
5 H 1.023 -0.786 -1.444  0.19
6 H 0.757 1.299 0.906  0.19
7 H -0.361 1.047 -0.530  0.22
8 O -2.179 -0.153 0.045  -0.96
9 H -1.402 -0.732 0.145  0.48
10 H -2.168 0.323 0.882  0.46

=====

No. 3
Here is a cluster of 2 separate species, C2H6O2 in total in a non-equilibrium geometry from the Open Molecules 2025 dataset. Energies are from ωB97M-V/def2-TZVPD.

Computed properties:
Frontier orbital gap in eV: 11.1354
Energy above the lowest of the compared OMol25 structures with the same formula, charge and spin in kJ/mol: 154.9
HOMO in eV: -10.3
Multiplicity: 1
DFT total energy in a.u.: -230.22164
Structure (SMILES): C=O.CO

Last column: natural (NBO) charge in e.
Positions of all 10 atoms, in Å:
1 C 3.258 2.534 0.038  0.27
2 O 3.608 1.406 0.254  -0.49
3 H 3.879 3.205 -0.578  0.11
4 H 2.282 2.920 0.391  0.11
5 C -2.816 -1.219 -0.136  -0.26
6 O -3.325 -2.522 -0.038  -0.71
7 H -3.095 -0.627 -1.025  0.16
8 H -3.234 -0.595 0.657  0.18
9 H -1.728 -1.114 -0.067  0.16
10 H -3.239 -2.931 -0.877  0.46

=====

No. 4
Here is a cluster of 2 separate species, C2H6O2 in total in a non-equilibrium geometry from the Open Molecules 2025 dataset. Energies are from ωB97M-V/def2-TZVPD.

Computed properties:
Frontier orbital gap in eV: 11.2919
Energy above the lowest of the compared OMol25 structures with the same formula, charge and spin in kJ/mol: 80.0
HOMO in eV: -10.5
Multiplicity: 1
DFT total energy in a.u.: -230.25014
Structure (SMILES): CC=O.O

Last column: natural (NBO) charge in e.
Positions of all 10 atoms, in Å:
1 C 1.401 -0.749 -0.436  -0.72
2 C 0.513 -0.474 0.730  0.47
3 O -0.526 0.134 0.649  -0.56
4 H 1.091 -0.059 -1.195  0.24
5 H 1.401 -1.760 -0.581  0.24
6 H 2.495 -0.639 -0.137  0.23
7 H 0.837 -1.034 1.653  0.10
8 O -2.640 1.894 -0.211  -0.95
9 H -1.731 1.616 0.144  0.49
10 H -2.841 1.073 -0.616  0.46

=====

No. 5
Here is a cluster of 2 separate species, C2H6O2 in total in a non-equilibrium geometry from the Open Molecules 2025 dataset. Energies are from ωB97M-V/def2-TZVPD.

Computed properties:
Frontier orbital gap (spin up / spin down) in eV: 10.5087 / 6.6815
Energy above the lowest of the compared OMol25 structures with the same formula, charge and spin in kJ/mol: 47.0
HOMO (spin up / spin down) in eV: -15.4 / -15.4
Multiplicity: 2
DFT total energy in a.u.: -229.91435
<S²>: 0.755
Total charge: +1

Last column: Mulliken spin population.
Positions of all 10 atoms, in Å:
1 C -1.126 -0.465 -0.022  0.41
2 C -0.481 -0.671 -1.225  0.27
3 O 0.463 0.152 -1.541  0.22
4 H -1.969 -1.097 0.232  0.03
5 H -0.858 0.260 0.739  0.06
6 H -0.780 -1.485 -1.876  0.01
7 H 1.090 -0.128 -2.259  -0.01
8 H 1.460 0.223 2.591  0.00
9 H 0.927 1.323 1.589  0.00
10 O 0.711 0.817 2.356  0.00

=====

No. 6
Here is the ion C2H6O2P with charge +1 in a non-equilibrium geometry from the Open Molecules 2025 dataset. Energies are from ωB97M-V/def2-TZVPD.

Computed properties:
Frontier orbital gap in eV: 9.5819
Energy above the lowest of the compared OMol25 structures with the same formula, charge and spin in kJ/mol: 57.2
HOMO in eV: -16.2
Multiplicity: 1
DFT total energy in a.u.: -571.32605
Total charge: +1

Last column: natural (NBO) charge in e.
Positions of all 11 atoms, in Å:
1 C -2.414 -0.392 0.727  -0.29
2 C 2.426 0.241 -0.720  -0.27
3 O -1.216 -0.214 0.131  -0.76
4 O 1.136 -0.221 -0.606  -0.73
5 P 0.127 0.588 0.311  1.72
6 H -2.844 -1.427 0.578  0.25
7 H -3.279 0.076 0.072  0.24
8 H -2.290 0.076 1.737  0.21
9 H 3.168 -0.332 -0.195  0.23
10 H 2.752 0.373 -1.753  0.24
11 H 2.433 1.233 -0.283  0.18

=====

No. 7
Here is the ion C2H6O2PS2 with charge +1 in a non-equilibrium geometry from the Open Molecules 2025 dataset. Energies are from ωB97M-V/def2-TZVPD.

Computed properties:
Frontier orbital gap in eV: 9.7164
Energy above the lowest of the compared OMol25 structures with the same formula, charge and spin in kJ/mol: 104.4
HOMO in eV: -14.3
Multiplicity: 1
DFT total energy in a.u.: -1367.70260
Total charge: +1

Last column: natural (NBO) charge in e.
Positions of all 13 atoms, in Å:
1 C -1.774 -0.758 -0.452  0.20
2 C 0.586 -0.510 1.211  -0.21
3 O -1.741 -1.792 0.112  -0.42
4 O 1.823 -0.096 1.018  -0.72
5 P -0.174 0.313 -0.372  0.87
6 S -0.552 2.445 -0.238  -0.16
7 S 0.857 -0.115 -2.138  -0.13
8 H -2.736 -0.351 -0.846  0.18
9 H 0.378 -1.544 0.972  0.23
10 H 0.077 -0.330 2.128  0.24
11 H 2.285 0.210 1.782  0.52
12 H -1.111 2.590 -1.539  0.21
13 H 2.083 -0.063 -1.638  0.20

=====

No. 8
Here is a cluster of 2 separate species, C2H6O2S in total in a non-equilibrium geometry from the Open Molecules 2025 dataset. Energies are from ωB97M-V/def2-TZVPD.

Computed properties:
Frontier orbital gap (spin up / spin down) in eV: 8.1543 / 8.3574
Energy above the lowest of the compared OMol25 structures with the same formula, charge and spin in kJ/mol: 371.4
HOMO (spin up / spin down) in eV: -7.6 / -7.6
Multiplicity: 1
DFT total energy in a.u.: -628.32787

Last column: natural (NBO) charge in e.
Positions of all 11 atoms, in Å:
1 C 0.668 -1.100 0.057  -0.71
2 C -0.799 0.747 -0.538  0.43
3 O -0.998 1.398 0.676  -0.70
4 O 0.077 1.481 -1.374  -0.72
5 S 0.967 -0.886 1.713  0.06
6 H 1.567 -1.305 -0.458  0.20
7 H -0.127 -1.705 -0.256  0.21
8 H -1.719 0.535 -0.966  0.15
9 H -0.293 1.967 0.973  0.50
10 H 0.397 0.728 -1.911  0.49
11 H 0.261 -1.861 2.084  0.10

=====

No. 9
Here is a cluster of 2 separate species, C2H6O2S in total in a non-equilibrium geometry from the Open Molecules 2025 dataset. Energies are from ωB97M-V/def2-TZVPD.

Computed properties:
Frontier orbital gap (spin up / spin down) in eV: 9.1029 / 4.1864
Energy above the lowest of the compared OMol25 structures with the same formula, charge and spin in kJ/mol: 125.0
HOMO (spin up / spin down) in eV: -14.3 / -14.2
Multiplicity: 2
DFT total energy in a.u.: -628.08023
<S²>: 0.753
Total charge: +1

Last column: Mulliken spin population.
Positions of all 11 atoms, in Å:
1 C -0.723 -0.587 -1.656  -0.03
2 S -1.571 -0.789 -0.135  0.91
3 H 0.337 -0.365 -1.549  0.02
4 H -0.788 -1.565 -2.173  0.10
5 H -1.136 0.001 -2.481  0.01
6 H -2.731 -0.318 -0.657  -0.01
7 O 2.382 1.036 2.847  0.01
8 C 1.473 0.964 2.110  0.00
9 O 1.373 -0.054 1.200  0.01
10 H 0.621 1.658 2.036  0.00
11 H 0.762 0.020 0.458  0.00

=====

No. 10
Here is a cluster of 2 separate species, C2H6O2S2 in total in a non-equilibrium geometry from the Open Molecules 2025 dataset. Energies are from ωB97M-V/def2-TZVPD.

Computed properties:
Frontier orbital gap in eV: 8.8764
Energy above the lowest of the compared OMol25 structures with the same formula, charge and spin in kJ/mol: 55.4
HOMO in eV: -8.5
Multiplicity: 1
DFT total energy in a.u.: -1026.64151
Structure (SMILES): O=CO.CSS

Last column: natural (NBO) charge in e.
Positions of all 12 atoms, in Å:
1 O -1.116 -1.891 1.270  -0.55
2 C -1.852 -0.961 1.163  0.64
3 O -2.738 -0.868 0.151  -0.68
4 H -1.871 -0.143 1.897  0.10
5 H -3.021 0.048 0.035  0.48
6 C 1.470 0.867 -1.663  -0.72
7 S 0.709 0.899 0.011  0.02
8 S 1.669 -0.666 0.974  -0.11
9 H 1.901 -0.111 -1.821  0.24
10 H 2.155 1.708 -1.698  0.22
11 H 0.649 1.046 -2.351  0.22
12 H 2.045 0.073 2.032  0.13